# 1
A single C4H3NO2 molecule, computed with ωB97M-V/def2-TZVPD.

Cartesian coordinates (Å):
O -2.723397 0.186596 -0.442652
C -1.744987 -0.173801 -1.009744
C -0.279226 -0.472586 0.117457
N -0.872716 -1.372622 -0.434736
O 2.103677 -1.106983 0.346337
C 1.811112 0.025513 0.691003
C 0.455988 0.539058 0.568025
H -1.341153 0.209015 -1.951346
H 2.533648 0.686916 1.187911
H 0.057051 1.478892 0.927745

Cartesian forces (eV/Å) of the 6 atoms listed first:
O 0.6 -0.4 -0.5
C -1.0 -0.3 -0.4
C 0.4 -0.5 0.3
N -1.2 1.3 0.2
O 0.3 0.5 0.1
C 0.4 -0.1 0.0

Properties
Total charge ... 0
LUMO ... -0.92 eV
Kohn-Sham gap ... 8.64 eV
Energy relative to the best compared isomer or geometry (same formula, charge and spin) ... 85.3 kcal per mole

***

# 2
2 unconnected molecules or ions with the total composition C3H11NO, computed with ωB97M-V/def2-TZVPD.

Cartesian coordinates (Å):
C -0.162985 2.899128 0.736853
O -0.590480 1.468060 0.578337
H 0.872488 3.060821 0.486640
H -0.901420 3.438148 -0.021968
H -0.303186 3.374438 1.652786
C 1.111153 -2.086992 -0.720009
N 0.445380 -0.880853 -0.078765
C -1.055907 -1.013079 -0.271964
H 2.184019 -1.975108 -0.409016
H 0.626516 -3.061575 -0.269857
H 1.023067 -1.957520 -1.848283
H 0.250105 1.027823 0.310507
H 0.642947 -0.903012 0.900323
H -1.658686 -0.698155 0.599919
H -1.160278 -2.115013 -0.361947
H -1.322733 -0.577111 -1.283554

Cartesian forces (eV/Å) of the 6 atoms listed first:
C -2.6 -0.1 -3.9
O 2.1 1.2 0.6
H 0.3 -0.2 -0.5
H 2.0 -0.8 1.5
H -0.6 -0.1 2.0
C 1.3 1.1 -0.2

Properties
Total charge ... +1
Multiplicity ... 2
LUMO (alpha / beta) ... -3.42 / -8.93 eV
Kohn-Sham gap (alpha / beta) ... 10.99 / 5.45 eV
Energy relative to the best compared isomer or geometry (same formula, charge and spin) ... 68.1 kcal per mole

***

# 3
2 unconnected molecules or ions with the total composition CH3NO2P, computed with ωB97M-V/def2-TZVPD.

Cartesian coordinates (Å):
C -1.548348 -1.217131 -0.232750
N 0.404952 -0.588972 -0.191577
O -2.074548 -0.345439 0.281837
O -0.268865 1.869428 -0.629840
P 0.036810 1.041281 0.552858
H 0.882214 -1.381545 0.250824
H 1.067505 -0.526026 -0.961892
H 1.500278 1.148406 0.930542

Cartesian forces (eV/Å) of the 6 atoms listed first:
C -0.8 -1.3 -0.6
N 1.6 -0.7 -0.6
O -1.1 0.2 0.2
O -0.1 1.3 -2.0
P 1.7 -1.1 2.9
H -0.7 0.4 1.0

Properties
Total charge ... -1
LUMO ... 4.70 eV
Kohn-Sham gap ... 7.19 eV
Energy relative to the best compared isomer or geometry (same formula, charge and spin) ... 37.6 kcal per mole

***

# 4
A single C5H10BrNO molecule, computed with ωB97M-V/def2-TZVPD.

Cartesian coordinates (Å):
C -1.691283 -2.290451 0.111705
N -0.632035 -1.310345 -0.009575
C -0.806568 -0.012374 0.294515
O -1.782676 0.651589 0.537169
C 0.745028 0.685145 0.166173
C 0.584336 2.031120 0.696836
C 1.251610 0.684224 -1.289674
Br 1.940844 -0.465072 1.147937
H -2.636758 -1.749215 -0.052298
H -1.539444 -3.070464 -0.625207
H -1.689078 -2.747605 1.132050
H 0.353636 -1.620618 0.068809
H 1.510157 2.581015 0.920315
H -0.058784 2.638311 0.114204
H -0.038415 2.094927 1.562408
H 2.431689 0.727036 -1.291661
H 0.899164 1.551056 -1.799969
H 1.158582 -0.378279 -1.683739

Cartesian forces (eV/Å) of the 6 atoms listed first:
C -0.2 0.2 0.8
N -0.2 -0.4 0.2
C 3.2 0.6 -0.8
O 0.0 -0.6 -0.1
C -2.3 -0.9 -1.2
C 0.9 1.7 1.6

Properties
Total charge ... 0
LUMO ... 0.66 eV
Kohn-Sham gap ... 10.21 eV
Energy relative to the best compared isomer or geometry (same formula, charge and spin) ... 4.5 kcal per mole